Record 1
Entry from the Open Molecules 2025 dataset: a structure of composition C19H22ClCrN6O3S at a distorted geometry (wB97M-V/def2-TZVPD).

Results
lowest unoccupied orbital energy (alpha / beta): -1.248 / -1.470 eV
electronic energy: -3194.3892 Eh
ΔE to the lowest compared entry with this formula, charge and spin: 0.0 kJ/mol
spin multiplicity: 4

Atoms and positions in Å:
Cr1 -0.006 0.865 -0.629
C1 1.831 -2.483 -2.820
C2 1.417 -1.224 -2.173
N1 0.344 -1.066 -1.452
N2 -0.619 -2.013 -1.239
C3 -1.572 -1.848 -0.139
N3 -2.635 -2.760 -0.473
S1 -2.183 -0.068 -0.244
C4 2.351 -0.112 -2.151
C5 3.610 -0.189 -2.693
C6 4.475 0.907 -2.472
C7 4.072 2.007 -1.756
C8 2.741 2.027 -1.319
N4 1.922 0.978 -1.448
H1 2.280 -2.286 -3.793
H2 0.966 -3.188 -2.835
H3 2.537 -3.075 -2.206
H4 -1.101 -2.374 -2.095
H5 -3.239 -2.305 -1.188
H6 -3.181 -3.060 0.337
H7 3.986 -1.039 -3.323
H8 5.497 0.903 -2.869
H9 4.783 2.784 -1.439
H10 2.374 2.921 -0.783
N5 -0.894 1.658 -2.480
C9 -0.706 3.128 -2.362
C10 -0.600 3.662 -0.902
O1 -0.980 4.804 -0.650
N6 -0.171 2.694 -0.014
C11 0.002 3.046 1.418
C12 0.545 1.742 2.083
O2 0.620 1.751 3.286
O3 0.788 0.739 1.250
H11 -0.658 1.195 -3.365
H12 -1.800 1.313 -2.253
H13 -1.592 3.703 -2.760
H14 0.216 3.379 -2.925
H15 -0.963 3.406 1.886
H16 0.635 3.896 1.457
Cl1 -3.655 -0.659 6.223
C13 -2.666 -1.250 4.970
C14 -3.153 -2.348 4.186
C15 -2.764 -2.571 2.893
C16 -1.557 -1.918 2.467
C17 -0.795 -2.156 1.200
C18 -0.880 -1.182 3.404
C19 -1.457 -0.695 4.564
H17 -3.931 -2.924 4.727
H18 -3.181 -3.311 2.218
H19 -0.356 -3.171 1.262
H20 0.059 -1.471 1.133
H21 0.172 -0.892 3.227
H22 -0.925 0.131 5.058

Record 2
Entry from the Open Molecules 2025 dataset: a structure of composition C19H22ClLuN2NiO2 at a distorted geometry (wB97M-V/def2-TZVPD).

Results
net charge: -2
lowest unoccupied orbital energy (alpha / beta): 4.415 / 4.395 eV
electronic energy: -4201.1332 Eh
ΔE to the lowest compared entry with this formula, charge and spin: 0.0 kJ/mol
spin multiplicity: 3

Atoms and positions in Å:
Lu1 -2.233 4.276 -2.563
Cl1 -0.907 3.369 -4.352
C1 -1.890 6.486 -2.846
C2 -4.249 4.411 -3.677
H1 -2.799 7.065 -3.083
H2 -1.250 7.094 -2.195
H3 -1.358 6.384 -3.828
H4 -4.742 5.399 -3.732
H5 -5.044 3.656 -3.605
H6 -3.795 4.281 -4.696
Ni1 -0.509 2.087 -0.393
C3 0.516 3.377 -1.279
C4 -1.496 1.158 1.016
H7 0.062 4.383 -1.304
H8 1.479 3.443 -0.726
H9 0.777 2.979 -2.270
H10 -2.516 1.002 0.625
H11 -1.468 1.697 1.977
O1 1.841 0.072 -2.195
C5 1.385 -0.378 -1.166
N1 1.812 -1.470 -0.423
C6 0.936 -1.757 0.708
C7 -0.001 -0.558 0.567
O2 -0.995 -0.216 1.343
N2 0.262 0.188 -0.470
C8 0.270 -3.111 0.502
C9 -1.117 -3.241 0.486
C10 -1.701 -4.498 0.275
C11 -0.926 -5.634 0.046
C12 0.471 -5.498 0.063
C13 1.066 -4.247 0.292
C14 1.678 -1.625 2.019
C15 1.608 -2.603 3.019
C16 2.445 -2.484 4.132
C17 3.278 -1.369 4.259
C18 3.245 -0.326 3.321
C19 2.427 -0.455 2.195
H12 2.469 -2.082 -0.896
H13 -1.759 -2.384 0.701
H14 -2.787 -4.568 0.291
H15 -1.397 -6.603 -0.144
H16 1.104 -6.366 -0.100
H17 2.153 -4.166 0.360
H18 0.936 -3.459 2.902
H19 2.458 -3.299 4.860
H20 3.979 -1.322 5.087
H21 3.875 0.558 3.437
H22 2.407 0.357 1.458

Record 3
Entry from the Open Molecules 2025 dataset: a structure of composition C19H22ClN3O4 at a distorted geometry (wB97M-V/def2-TZVPD).

Results
lowest unoccupied orbital energy: 0.170 eV
electronic energy: -1661.9350 Eh
ΔE to the lowest compared entry with this formula, charge and spin: 1916.5 kJ/mol
spin multiplicity: 1

Atoms and positions in Å:
C1 1.599 1.552 4.634
C2 0.789 0.788 3.642
N1 0.701 -0.613 3.735
N2 -0.173 -0.906 2.926
C3 -0.508 0.286 2.229
C4 -0.071 1.310 2.808
C5 -0.287 2.698 2.370
O1 0.671 3.531 2.626
O2 -0.946 2.674 1.305
C6 -1.178 3.967 0.531
H1 -0.408 4.422 0.955
H2 -2.043 4.242 0.827
C7 -0.922 3.910 -0.957
O3 -1.351 4.482 -1.767
N3 -0.336 2.560 -1.281
H3 -0.421 1.863 -0.452
C8 -0.401 2.220 -2.642
H4 -0.855 2.856 -3.231
H5 0.797 1.876 -3.015
C9 -1.155 0.650 -2.798
H6 -1.962 0.809 -2.377
C10 -0.377 -0.590 -2.132
H7 0.265 -0.316 -1.362
H8 -1.084 -1.361 -1.931
C11 0.923 -0.986 -3.469
H9 0.770 -1.942 -3.585
H10 1.635 -0.238 -3.282
C12 0.007 -0.406 -4.716
H11 0.511 0.463 -5.083
O4 -1.285 0.440 -4.220
H12 -0.302 -1.121 -5.396
Cl1 -1.620 -0.105 1.004
C13 -0.510 -2.381 2.754
C14 0.009 -2.698 1.480
C15 -0.836 -3.486 0.639
C16 -0.381 -4.183 -0.695
C17 1.097 -3.675 -1.073
C18 1.501 -3.022 -0.159
C19 1.290 -2.582 1.054
H13 1.884 -2.125 1.806
H14 2.593 -2.674 -0.544
H15 1.089 -4.162 -1.825
H16 -1.036 -4.523 -1.175
H17 -1.878 -3.641 0.971
H18 -1.478 -2.559 2.961
H19 -0.002 -2.791 3.451
H20 2.275 2.300 4.014
H21 2.202 1.048 5.196
H22 1.199 2.142 5.249

Record 4
Entry from the Open Molecules 2025 dataset: a structure of composition C19H22ClNO2 at a distorted geometry (wB97M-V/def2-TZVPD).

Results
lowest unoccupied orbital energy: 0.373 eV
electronic energy: -1402.0880 Eh
ΔE to the lowest compared entry with this formula, charge and spin: 1533.7 kJ/mol
spin multiplicity: 1

Atoms and positions in Å:
C1 0.731 6.865 1.175
H1 -0.037 6.887 1.865
O1 1.487 5.528 1.121
C2 0.712 4.516 1.025
C3 1.375 3.457 0.985
C4 0.833 2.210 1.122
C5 -0.591 2.162 1.042
C6 -1.164 3.250 0.670
C7 -0.551 4.515 0.802
H2 -1.279 5.338 0.773
H3 -2.092 3.118 0.688
H4 -0.806 1.161 0.750
C8 1.571 0.954 1.035
N1 1.447 -0.130 0.158
C9 0.811 -1.213 0.242
O2 0.566 -1.598 1.629
C10 0.243 -1.991 -0.879
C11 -1.136 -2.093 -0.962
C12 -1.855 -2.445 -0.024
C13 -3.263 -2.462 0.011
C14 -3.793 -2.334 -1.464
C15 -2.918 -2.181 -2.302
C16 -1.559 -2.137 -2.243
H5 -0.986 -1.938 -2.987
H6 -3.235 -2.202 -3.692
Cl1 -5.550 -2.640 -1.636
H7 -4.100 -2.511 0.711
H8 -1.366 -2.454 1.024
H9 0.766 -1.403 -1.642
C17 1.026 -3.444 -0.887
C18 2.711 -3.302 -0.861
H10 3.005 -2.512 -1.702
H11 3.117 -4.263 -0.930
H12 2.768 -2.776 0.123
C19 0.528 -4.306 0.141
H13 0.862 -4.056 1.170
H14 -0.447 -4.571 -0.181
H15 1.079 -5.360 0.355
H16 0.902 -3.857 -1.896
H17 1.610 0.299 -0.690
H18 1.356 0.287 2.233
H19 2.849 1.147 1.414
H20 2.567 3.558 1.359
H21 0.162 7.151 0.161
H22 1.640 7.778 1.193

Record 5
Entry from the Open Molecules 2025 dataset: the molecule C19H22F4N2O2S (wB97M-V/def2-TZVPD).

Results
lowest unoccupied orbital energy: 0.519 eV
electronic energy: -1794.9456 Eh
ΔE to the lowest compared entry with this formula, charge and spin: 19.3 kJ/mol
spin multiplicity: 1

Atoms and positions in Å:
C1 -1.052 0.978 -0.489
C2 -0.446 -0.132 0.339
F1 0.467 0.408 1.241
C3 -1.546 -0.891 1.104
O1 -2.508 -1.317 0.495
N1 -1.434 -0.911 2.452
C4 -2.650 -0.761 3.276
C5 -3.344 -2.112 3.441
N2 -2.499 -2.976 4.234
C6 -1.835 -4.091 3.796
O2 -1.181 -4.773 4.566
C7 -1.943 -4.445 2.323
C8 -0.648 -5.111 1.850
C9 -0.684 -5.416 0.361
S1 -1.992 -6.584 -0.080
C10 -3.377 -5.668 0.631
C11 -3.170 -5.346 2.103
C12 -2.339 -2.553 5.612
C13 -2.115 -1.061 5.719
C14 -1.761 -0.518 6.953
C15 -1.541 0.840 7.097
C16 -1.677 1.687 6.003
C17 -2.038 1.158 4.777
C18 -2.260 -0.210 4.626
C19 0.376 -1.113 -0.509
F2 1.417 -0.496 -1.075
F3 0.852 -2.106 0.256
F4 -0.359 -1.657 -1.480
H1 -1.769 0.554 -1.189
H2 -1.569 1.673 0.171
H3 -0.266 1.506 -1.025
H4 -0.609 -0.464 2.824
H5 -3.325 -0.072 2.760
H6 -4.299 -1.966 3.954
H7 -3.548 -2.539 2.466
H8 -2.080 -3.542 1.724
H9 0.192 -4.445 2.067
H10 -0.480 -6.023 2.426
H11 -0.818 -4.497 -0.216
H12 0.249 -5.876 0.037
H13 -3.530 -4.746 0.062
H14 -4.257 -6.295 0.491
H15 -3.038 -6.267 2.677
H16 -4.065 -4.854 2.497
H17 -3.218 -2.832 6.206
H18 -1.491 -3.097 6.026
H19 -1.651 -1.177 7.806
H20 -1.261 1.241 8.062
H21 -1.509 2.750 6.109
H22 -2.160 1.810 3.918

Record 6
Entry from the Open Molecules 2025 dataset: a cluster of 2 separate species, C19H22FN2Si in total at a distorted geometry (wB97M-V/def2-TZVPD).

Results
net charge: +1
lowest unoccupied orbital energy: -5.758 eV
electronic energy: -1235.8499 Eh
spin multiplicity: 1

Atoms and positions in Å:
F1 -6.776 1.468 0.640
C1 -5.439 1.708 0.814
C2 -4.994 3.031 0.822
C3 -3.609 3.220 0.988
C4 -2.731 2.146 1.048
C5 -3.185 0.780 0.975
C6 -2.227 -0.278 1.015
C7 -2.440 -1.690 1.100
C8 -1.359 -2.563 1.494
C9 -1.547 -3.938 1.619
C10 -2.813 -4.513 1.396
C11 -3.895 -3.684 1.081
C12 -3.706 -2.320 0.896
C13 -4.603 0.613 0.948
H1 -5.707 3.843 0.705
H2 -3.243 4.248 1.040
H3 -1.661 2.337 1.199
H4 -1.183 0.054 1.012
H5 -0.388 -2.124 1.750
H6 -0.711 -4.592 1.882
H7 -2.973 -5.596 1.457
H8 -4.894 -4.096 0.953
H9 -4.567 -1.726 0.621
H10 -5.077 -0.355 1.070
C14 3.548 0.069 -3.360
Si1 4.427 0.394 -1.744
C15 5.266 -1.059 -0.926
C16 5.598 1.852 -1.908
N1 2.988 0.823 -0.596
C17 1.804 0.133 -0.396
N2 0.903 0.839 0.291
C18 1.565 2.011 0.676
C19 2.817 2.048 0.094
H11 4.315 -0.248 -4.077
H12 2.784 -0.719 -3.325
H13 3.075 0.970 -3.777
H14 6.053 -1.391 -1.616
H15 5.758 -0.789 0.018
H16 4.612 -1.919 -0.732
H17 6.362 1.499 -2.615
H18 5.174 2.764 -2.347
H19 6.137 2.142 -0.996
H20 1.737 -0.914 -0.699
H21 1.205 2.722 1.405
H22 3.600 2.802 0.104

Record 7
Entry from the Open Molecules 2025 dataset: the molecule C19H22FNO3S (wB97M-V/def2-TZVPD).

Results
lowest unoccupied orbital energy: 0.686 eV
electronic energy: -1515.7593 Eh
ΔE to the lowest compared entry with this formula, charge and spin: 0.0 kJ/mol
spin multiplicity: 1

Atoms and positions in Å:
C1 -7.611 -0.301 -1.538
C2 -7.370 -0.738 -0.092
C3 -5.905 -0.684 0.235
C4 -5.085 -1.779 0.001
C5 -3.728 -1.716 0.260
C6 -3.161 -0.556 0.765
C7 -1.683 -0.458 1.039
N1 -1.072 0.546 0.191
C8 -0.440 1.624 0.682
O1 -0.294 1.838 1.870
C9 0.106 2.567 -0.389
C10 1.584 2.314 -0.612
S1 1.852 0.620 -1.252
O2 3.093 0.597 -1.972
O3 0.672 0.220 -1.985
C11 1.999 -0.505 0.215
C12 3.404 -0.967 0.302
C13 3.796 -2.237 -0.102
C14 5.127 -2.615 -0.066
C15 6.095 -1.725 0.365
C16 5.734 -0.449 0.764
C17 4.402 -0.094 0.720
F1 4.044 1.153 1.107
C18 -3.978 0.544 0.998
C19 -5.332 0.480 0.734
H1 -7.075 -0.952 -2.225
H2 -7.259 0.717 -1.689
H3 -8.671 -0.341 -1.777
H4 -7.924 -0.080 0.580
H5 -7.742 -1.756 0.042
H6 -5.514 -2.692 -0.388
H7 -3.105 -2.580 0.071
H8 -1.505 -0.140 2.071
H9 -1.203 -1.429 0.874
H10 -1.029 0.362 -0.803
H11 -0.433 2.429 -1.326
H12 -0.034 3.591 -0.036
H13 2.162 2.401 0.303
H14 2.003 2.970 -1.372
H15 1.690 0.077 1.079
H16 1.305 -1.320 0.032
H17 3.046 -2.932 -0.448
H18 5.409 -3.607 -0.382
H19 7.133 -2.019 0.387
H20 6.466 0.269 1.096
H21 -3.542 1.450 1.393
H22 -5.956 1.342 0.922

Record 8
Entry from the Open Molecules 2025 dataset: a structure of composition C19H22N2O2 at a distorted geometry (wB97M-V/def2-TZVPD).

Results
lowest unoccupied orbital energy: 0.459 eV
electronic energy: -996.6587 Eh
ΔE to the lowest compared entry with this formula, charge and spin: 1607.7 kJ/mol
spin multiplicity: 1

Atoms and positions in Å:
C1 -4.061 -2.876 0.913
C2 -3.934 -1.387 0.607
O1 -4.829 -0.542 0.908
N1 -2.892 -0.973 0.003
H1 -2.230 -1.769 -0.472
C3 -2.797 0.348 -0.293
C4 -1.770 0.994 0.659
C5 -0.845 0.427 1.195
C6 0.123 1.078 1.929
C7 0.369 2.378 1.907
C8 -0.589 3.347 1.124
C9 -1.631 2.597 0.297
H2 -2.180 2.890 -0.335
H3 -0.403 4.308 1.063
H4 1.103 2.911 2.335
H5 0.771 0.450 2.780
H6 -0.904 -0.824 1.466
H7 -3.740 0.893 -0.123
C10 -2.221 0.601 -1.898
C11 -0.973 -0.077 -1.828
O2 -0.788 -1.304 -1.788
N2 -0.082 0.822 -2.153
H8 -0.182 1.820 -2.357
C12 1.371 0.409 -2.117
H9 1.893 0.847 -3.471
H10 1.547 -0.709 -2.250
C13 2.188 0.787 -1.087
C14 2.993 0.112 -0.334
C15 4.237 0.067 0.033
C16 5.054 -0.873 0.731
C17 4.379 -1.825 1.134
C18 2.978 -2.122 0.838
C19 2.339 -1.121 0.247
H11 1.229 -1.421 0.031
H12 2.463 -3.023 1.373
H13 4.957 -2.464 1.798
H14 6.106 -0.696 0.653
H15 4.831 0.982 -0.217
H16 2.827 1.812 -1.402
H17 1.320 1.547 -0.321
H18 -2.952 -0.173 -2.260
H19 -2.474 1.595 -1.954
H20 -5.170 -3.207 1.273
H21 -4.000 -3.537 -0.086
H22 -3.428 -3.098 1.450